Computed, not measured: a cluster of 2 separate species, C5H16N2O in total, with ωB97M-V with the def2-TZVPD basis set.

Structure (XYZ):
```
24
Properties=species:S:1:pos:R:3:nbo_charge:R:1
C 0.4620 -0.7794 -2.4020 -0.61
C -0.2653 -0.0302 -1.3705 -0.20
C -1.7572 0.1508 -1.6767 -0.61
C 0.1139 -0.8879 -0.0159 -0.22
N 0.1125 0.2201 1.0873 -0.69
C 1.1029 -0.0307 2.1648 -0.05
N 2.5717 0.0712 1.9028 -0.86
H 1.4367 -0.5141 -2.5949 0.22
H 0.3360 -1.8682 -2.1523 0.20
H -0.1661 -0.7213 -3.2821 0.20
H 0.0809 0.9537 -1.1279 0.19
H -2.1107 -0.9213 -1.4949 0.19
H -1.9061 0.5225 -2.6524 0.21
H -2.2247 0.6956 -0.8909 0.23
H -0.6548 -1.6328 0.3051 0.20
H 1.1048 -1.4182 -0.0692 0.19
H 0.3515 1.2588 0.7373 0.35
H 0.9995 -1.0123 2.6067 0.18
H 0.8465 0.7591 3.1160 0.16
H 2.9844 -0.8192 1.9592 0.36
H 2.7303 0.4568 0.8990 0.35
O -2.1222 2.2319 1.5129 -0.93
H -2.7063 1.4934 1.8823 0.47
H -1.3204 1.8220 1.5563 0.47
```

The calculation puts the energy relative to the best compared isomer or geometry (same formula, charge and spin) at 262.2 kJ/mol. For the LUMO energy, the calculation gives 0.9 eV. The orbital gap is 0.3750 hartree.


Computed, not measured: the ion C13H22NO2 with charge +1, with ωB97M-V with the def2-TZVPD basis set.

Structure (XYZ):
```
38
Properties=species:S:1:pos:R:3:nbo_charge:R:1
C 2.3261 0.9538 -0.3950 -0.63
C 1.7434 1.1937 0.9855 -0.06
O 0.5025 1.8794 0.8419 -0.58
C -0.1141 2.2329 2.0723 -0.07
C -1.4624 2.8897 1.7761 -0.44
C -2.4137 1.9188 1.0834 -0.22
N -1.8593 1.5449 -0.2407 -0.55
C -2.3935 0.2823 -0.8578 -0.23
C -1.2730 -0.7012 -1.0368 -0.14
C -0.6275 -0.8264 -2.2654 -0.18
C 0.4243 -1.6993 -2.4179 -0.25
C 0.8712 -2.4750 -1.3395 0.34
O 1.9074 -3.2886 -1.5933 -0.47
C 2.3956 -4.1347 -0.5734 -0.26
C 0.2281 -2.3478 -0.1072 -0.32
C -0.8302 -1.4699 0.0322 -0.13
H 3.2900 0.4646 -0.2992 0.23
H 2.4657 1.8999 -0.9104 0.22
H 1.6703 0.3202 -0.9871 0.22
H 2.4215 1.8077 1.5891 0.19
H 1.5716 0.2436 1.5099 0.18
H 0.5308 2.9278 2.6228 0.20
H -0.2514 1.3339 2.6901 0.18
H -1.9045 3.2181 2.7155 0.25
H -1.3024 3.7710 1.1531 0.22
H -3.4066 2.3563 0.9625 0.23
H -2.5035 1.0096 1.6813 0.22
H -1.9656 2.3325 -0.8837 0.43
H -0.8154 1.4446 -0.0625 0.49
H -3.1635 -0.1231 -0.2002 0.23
H -2.8517 0.5164 -1.8185 0.23
H -0.9613 -0.2444 -3.1112 0.22
H 0.9241 -1.8108 -3.3659 0.24
H 1.6233 -4.8254 -0.2242 0.19
H 3.2059 -4.7011 -1.0275 0.22
H 2.7860 -3.5588 0.2707 0.18
H 0.5383 -2.9361 0.7409 0.23
H -1.3265 -1.3992 0.9897 0.20
```

As for the charge: +1. The calculation puts the energy relative to the best compared isomer or geometry (same formula, charge and spin) at 35.3 kJ/mol. For the LUMO energy, the calculation gives -2.5 eV. The orbital gap is 0.3381 hartree.


Computed, not measured: a structure of composition C24H36BN6P2Pt, with ωB97M-V with the def2-TZVPD basis set.

Structure (XYZ):
```
70
Properties=species:S:1:pos:R:3:nbo_charge:R:1
Pt 0.1843 -0.6405 1.2066 0.98
C 2.4136 -0.6215 -1.4959 -0.98
P 1.7008 -1.7329 -0.2694 1.26
C 0.7811 -2.9494 -1.2418 -0.14
N 1.4469 -3.6333 -2.1473 -0.40
C 0.7203 -4.4538 -2.9328 0.23
C 1.3704 -5.2252 -3.9240 -0.21
C 0.6206 -6.0318 -4.7262 -0.12
C -0.7950 -6.1129 -4.5838 -0.12
C -1.4556 -5.3805 -3.6440 -0.20
C -0.7103 -4.5296 -2.7941 0.14
N -1.3533 -3.7857 -1.8731 -0.34
C -0.5997 -3.0320 -1.1000 -0.24
P -1.4371 -1.9596 0.0817 1.26
C -2.6436 -1.0470 -0.8876 -0.98
C -2.2702 -2.8911 1.4549 -0.31
C -2.7052 -4.2557 0.9130 -0.63
C -3.4738 -2.0634 1.9254 -0.63
C -1.2608 -3.0567 2.5956 -0.65
C 3.0787 -2.4796 0.7360 -0.29
C 4.1105 -2.9762 -0.2892 -0.64
C 3.6933 -1.3868 1.6188 -0.63
C 2.5124 -3.6274 1.5701 -0.63
H 2.9631 -1.2821 -2.1715 0.31
H 3.0893 0.1083 -1.0515 0.29
H 1.6437 -0.1045 -2.0600 0.27
H 2.4449 -5.1573 -4.0219 0.25
H 1.1019 -6.6254 -5.4920 0.26
H -1.3485 -6.7717 -5.2396 0.26
H -2.5288 -5.4316 -3.5253 0.26
H -3.3121 -1.8265 -1.2682 0.30
H -2.1630 -0.5498 -1.7277 0.27
H -3.2048 -0.3264 -0.2963 0.29
H -3.3018 -4.1867 0.0041 0.24
H -3.3274 -4.7111 1.6869 0.27
H -1.8587 -4.9159 0.7256 0.23
H -4.2782 -2.0514 1.1912 0.24
H -3.2093 -1.0333 2.1796 0.22
H -3.8657 -2.5275 2.8317 0.27
H -0.3548 -3.5779 2.2651 0.22
H -1.6995 -3.6715 3.3845 0.29
H -1.0148 -2.0954 3.0622 0.21
H 4.6659 -2.1561 -0.7410 0.24
H 3.6836 -3.6057 -1.0684 0.25
H 4.8189 -3.5820 0.2818 0.27
H 4.0111 -0.5147 1.0450 0.23
H 4.5867 -1.7958 2.0935 0.27
H 3.0231 -1.0589 2.4111 0.21
H 2.1403 -4.4457 0.9518 0.24
H 1.7140 -3.2994 2.2421 0.19
H 3.3132 -4.0232 2.1967 0.27
B -0.1258 2.6624 2.6280 0.14
N 0.4149 1.4324 3.4410 -0.25
C 0.7843 1.4496 4.7065 0.11
C 1.1752 0.1554 5.1066 -0.26
C 1.0111 -0.6191 3.9991 -0.05
N 0.5537 0.1750 2.9679 -0.43
N -0.1416 2.3157 1.0785 -0.24
C -0.2980 3.2443 0.1487 0.09
C -0.3552 2.6626 -1.1261 -0.26
C -0.2148 1.3239 -0.9076 -0.04
N -0.0955 1.1188 0.4398 -0.25
H -1.2414 2.9170 2.9773 0.01
H 0.6084 3.5875 2.7896 0.02
H 0.7432 2.3693 5.2706 0.28
H 1.5237 -0.1496 6.0786 0.29
H 1.1947 -1.6733 3.8595 0.24
H -0.3810 4.2789 0.4460 0.28
H -0.4828 3.1681 -2.0682 0.29
H -0.2290 0.4975 -1.5953 0.22
```

As for the charge: +3. The calculation puts the energy relative to the best compared isomer or geometry (same formula, charge and spin) at 51.3 kJ/mol. For the LUMO energy, the calculation gives -12.3 eV. The orbital gap is 0.1798 hartree.


Computed, not measured: the ion C5H10NO2S with charge +1, with ωB97M-V with the def2-TZVPD basis set.

Structure (XYZ):
```
19
Properties=species:S:1:pos:R:3:nbo_charge:R:1
C 0.9574 -1.0004 -3.1965 -0.51
C 0.3993 0.1827 0.0129 -0.17
C 0.2934 -1.0165 -2.0968 0.55
C -0.4179 -0.8271 -0.9092 -0.60
C -0.0510 -0.8030 2.1655 -0.43
N -0.2606 0.3454 1.2650 -0.64
O -2.0593 2.1409 0.5796 -0.92
O 0.0460 2.8650 1.5529 -0.88
S -1.2191 1.8527 1.7045 1.73
H 0.6485 -1.8806 -3.8305 0.34
H 1.9626 -0.7321 -3.3418 0.32
H 0.3437 1.1308 -0.4785 0.23
H 1.4909 -0.2343 0.2601 0.23
H -1.2793 -0.3341 -1.2102 0.30
H -0.2299 3.5409 0.8855 0.51
H -0.4515 -1.8378 -0.3241 0.30
H -0.9694 -1.3730 2.1832 0.21
H 0.3328 -0.4723 3.1263 0.24
H 0.4633 -1.5472 1.6520 0.20
```

As for the charge: +1. The calculation puts the energy relative to the best compared isomer or geometry (same formula, charge and spin) at 522.4 kJ/mol. For the LUMO energy (spin up / spin down), the calculation gives -6.2 / -6.2 eV. The orbital gap (spin up / spin down) is 0.2493 / 0.2493 hartree.


Computed, not measured: a cluster of 2 separate species, C6H10 in total, with ωB97M-V with the def2-TZVPD basis set.

Structure (XYZ):
```
16
Properties=species:S:1:pos:R:3:nbo_charge:R:1
C -1.3271 -1.1963 -1.1851 -0.50
C -0.8116 -0.8570 -0.0311 0.10
C -0.2117 -0.4067 1.0375 -0.28
C -0.3510 -0.8301 2.4705 -0.63
H -2.2169 -0.7051 -1.5729 0.22
H -0.8639 -1.9554 -1.8118 0.22
H 0.4963 0.3999 0.8458 0.23
H -1.0675 -1.6435 2.6054 0.22
H 0.6236 -1.1499 2.8582 0.22
H -0.6690 0.0248 3.0793 0.22
C 1.3975 1.6635 -0.8765 -0.42
C 0.7476 1.1247 -1.9023 -0.37
H 0.9936 2.5107 -0.3260 0.20
H 2.3408 1.2545 -0.5199 0.20
H 1.1308 0.2553 -2.4314 0.20
H -0.2115 1.5105 -2.2398 0.20
```

The calculation puts the energy relative to the best compared isomer or geometry (same formula, charge and spin) at 244.3 kJ/mol. For the LUMO energy, the calculation gives 1.1 eV. The orbital gap is 0.3832 hartree.


Computed, not measured: a structure of composition C3H7N3S, with ωB97M-V with the def2-TZVPD basis set.

Structure (XYZ):
```
14
Properties=species:S:1:pos:R:3:nbo_charge:R:1
C 2.1386 -0.7751 -0.0464 -0.43
C 0.2937 1.1316 -0.2143 0.25
C -2.9782 -0.3295 0.1790 -0.28
H 3.1923 -0.7018 -0.7120 0.23
H 1.4019 -1.4850 -0.5051 0.21
H 2.5783 -1.3885 1.1491 0.19
H 2.1103 1.3105 -0.1810 0.40
H -0.4022 -0.6700 0.4378 0.35
H -2.9887 -1.4161 0.5241 0.20
H -4.0446 0.1940 0.0848 0.20
N 1.5737 0.5712 -0.0486 -0.62
N -0.8102 0.2162 -0.2565 -0.42
N -2.0169 0.5854 -0.4624 -0.13
S -0.0480 2.7570 0.0515 -0.16
```

The calculation puts the energy relative to the best compared isomer or geometry (same formula, charge and spin) at 601.1 kJ/mol. For the LUMO energy, the calculation gives 0.0 eV. The orbital gap is 0.3039 hartree.